DFT (ωB97M-V/def2-TZVPD) results for a cluster of 9 separate species, C16H48BF4O8 in total.

XYZ file:
```
77
Properties=species:S:1:pos:R:3:mulliken_charge:R:1
B 0.009 -0.272 -0.100 0.703
F 1.382 -0.392 0.344 -0.704
F -0.713 -0.621 1.077 -0.547
F -0.331 1.024 -0.453 -0.193
F -0.105 -1.153 -1.144 -0.115
C 3.521 3.094 -1.256 -1.256
C 2.738 2.078 -2.025 0.252
O 3.159 2.210 -3.314 -0.637
H 3.501 4.079 -1.353 0.518
H 4.603 3.034 -1.452 0.343
H 3.390 2.895 -0.093 0.149
H 1.667 2.007 -2.029 0.126
H 3.012 1.084 -1.890 0.244
H 2.902 1.451 -3.869 0.331
C -3.195 -4.723 0.745 -1.418
C -2.083 -3.625 1.012 0.323
O -2.733 -2.415 0.539 -0.598
H -2.817 -5.724 1.041 0.393
H -3.556 -4.845 -0.314 0.288
H -4.052 -4.591 1.391 0.353
H -1.174 -3.893 0.548 -0.114
H -1.866 -3.550 2.013 0.385
H -2.194 -1.676 0.803 0.315
C -4.208 1.813 2.905 -1.237
C -2.998 2.022 2.216 0.444
O -2.761 3.373 2.017 -0.627
H -4.348 0.715 3.119 0.336
H -5.158 2.200 2.492 0.322
H -4.226 1.921 3.971 0.360
H -2.884 1.396 1.472 0.164
H -2.084 1.536 2.813 -0.091
H -2.167 3.722 1.284 0.392
C 2.160 -4.815 2.006 -1.545
C 1.698 -3.531 1.314 1.006
O 1.137 -2.546 2.043 -0.581
H 2.957 -4.541 2.603 0.410
H 2.324 -5.506 1.246 0.442
H 1.364 -5.483 2.505 0.299
H 1.049 -3.815 0.482 -0.664
H 2.634 -3.250 0.824 0.256
H 1.035 -1.736 1.443 0.266
C 2.187 -4.780 -3.336 -1.584
C 1.544 -3.963 -2.138 0.311
O 0.306 -3.621 -2.623 -0.527
H 2.091 -4.112 -3.974 0.616
H 1.528 -5.800 -3.418 0.288
H 3.220 -4.543 -3.041 0.369
H 2.143 -3.118 -1.961 0.239
H 1.503 -4.795 -1.209 0.019
H 0.276 -2.756 -2.310 0.249
C 0.071 5.929 0.827 -1.365
C 0.251 4.477 0.319 0.706
O -0.923 3.963 -0.368 -0.678
H -0.450 6.596 0.035 0.230
H 0.805 6.499 1.109 0.514
H -0.444 5.588 1.727 0.270
H 0.446 3.782 1.180 -0.316
H 1.048 4.360 -0.343 0.325
H -0.900 2.906 -0.290 0.409
C 1.127 2.506 4.157 -1.385
C 0.955 1.500 2.865 0.175
O 2.130 1.697 2.156 -0.612
H 2.219 2.454 4.599 0.231
H 0.383 2.063 4.722 0.459
H 0.974 3.428 3.795 0.360
H 0.089 1.639 2.357 -0.034
H 0.786 0.461 3.374 0.236
H 2.063 1.219 1.265 0.314
C -2.291 1.176 -4.891 -1.233
C -1.762 0.845 -3.451 0.103
O -0.542 -0.081 -3.545 -0.543
H -2.906 0.275 -5.501 0.237
H -1.457 1.345 -5.480 0.357
H -2.950 2.082 -4.951 0.326
H -2.294 0.253 -2.851 0.418
H -1.417 1.823 -3.031 0.047
H -0.402 -0.252 -2.751 0.377
```

As for the spin multiplicity: 1. Its total energy is -1664.5710 Eh. The calculation puts the HOMO energy at -6.921 eV. Its gap between HOMO and LUMO is 9.68 eV. As for the LUMO energy: 2.76 eV. As for the net charge: -1. For the relative energy (zero: lowest compared OMol25 entry of this formula, charge and spin), the calculation gives 915.5 kJ/mol.